The following is a quantum chemistry calculation of the ion C5H3BrNS with charge -1, from the Open Molecules 2025 dataset.

CARTESIAN COORDINATES (ANGSTROEM)
C -0.107 -1.290 0.529
C 0.729 -0.816 -0.505
C -0.846 -0.426 1.239
C 0.664 0.492 -0.884
C -0.207 1.304 -0.077
N -0.878 0.932 0.946
S 1.564 1.200 -2.135
Br -0.178 3.171 -0.520
H -0.354 -2.397 0.709
H 1.281 -1.563 -1.265
H -1.666 -0.606 1.962

Results
Structure (SMILES): [S-]c1cccnc1Br
Calculated total energy (Eh): -3219.3244
LUMO (eV): 3.555
Kohn-Sham gap (eV): 6.60
Multiplicity: 1
Charge: -1
Highest occupied orbital energy (eV): -3.0439